Entry from OMol25: a molecular structure, C3H7NS in a non-equilibrium geometry (the ωB97M-V functional and the def2-TZVPD basis).

Its total energy is -571.3749 Ha. The HOMO-LUMO gap is 0.3629 Ha. As for the energy relative to the best compared isomer or geometry (same formula, charge and spin): 1.744 eV. Its spin multiplicity is 1.

Atoms and positions in Å:
C 0.4674 -0.1846 0.3547
C -0.2642 0.9245 -0.1632
C -0.5941 -1.1334 -0.1166
H 2.7197 0.9009 0.4799
H 0.3787 -0.0316 1.4105
H 0.1528 1.2477 -1.1149
H -0.3135 1.8058 0.4748
H -2.2059 0.1829 -0.7152
H -0.3235 -1.7078 -1.0362
H -0.7934 -1.8766 0.6837
N -1.4434 0.0740 -0.0710
S 2.2195 -0.2016 -0.1865

Entry from OMol25: a single C17H18ClN3OS molecule (the ωB97M-V functional and the def2-TZVPD basis).

Its total energy is -1756.5175 Ha. The HOMO-LUMO gap is 0.3241 Ha. As for the energy relative to the best compared isomer or geometry (same formula, charge and spin): 0.000 eV. As for the structure (SMILES): O=C(CCc1ccccc1)NNC(=S)NCc1ccc(Cl)cc1. Its spin multiplicity is 1.

Atoms and positions in Å:
O 0.7254 -1.2433 -1.8206
C 1.5773 -0.7404 -1.1308
C 1.6059 0.7184 -0.7290
C 0.1686 1.2189 -0.5252
C 0.1425 2.6787 -0.1770
C 0.3384 3.6408 -1.1601
C 0.3373 4.9861 -0.8398
C 0.1390 5.3877 0.4706
C -0.0601 4.4372 1.4565
C -0.0557 3.0914 1.1334
N 2.5923 -1.4922 -0.5943
N 2.6735 -2.8647 -0.8369
C 1.6511 -3.6777 -0.3900
S 1.3790 -5.1107 -1.1440
N 1.0246 -3.2809 0.7346
C -0.2958 -3.7482 1.1112
C -1.2944 -2.6739 0.7649
C -1.7104 -1.7584 1.7234
C -2.5258 -0.6948 1.3791
C -2.9175 -0.5428 0.0584
Cl -3.8987 0.8109 -0.3840
C -2.5206 -1.4519 -0.9095
C -1.7100 -2.5124 -0.5517
H 2.0775 1.2859 -1.5348
H 2.1949 0.8609 0.1788
H -0.3896 1.0352 -1.4447
H -0.3011 0.6362 0.2700
H 0.4837 3.3313 -2.1855
H 0.4875 5.7240 -1.6143
H 0.1349 6.4381 0.7211
H -0.2206 4.7443 2.4797
H -0.2160 2.3520 1.9058
H 3.3687 -1.0778 -0.0976
H 2.9986 -3.1297 -1.7636
H 1.2538 -2.3546 1.0729
H -0.3009 -3.9630 2.1834
H -0.4837 -4.6686 0.5545
H -1.3946 -1.8749 2.7507
H -2.8470 0.0172 2.1234
H -2.8303 -1.3232 -1.9338
H -1.3816 -3.2111 -1.3050

Entry from OMol25: a single C2H3N3OS molecule in a non-equilibrium geometry (the ωB97M-V functional and the def2-TZVPD basis).

Its total energy is -715.6377 Ha. The HOMO-LUMO gap is 0.3159 Ha. As for the energy relative to the best compared isomer or geometry (same formula, charge and spin): 1.592 eV. As for the structure (SMILES): N[C@H]1SN=NC1=O. Its spin multiplicity is 1.

Atoms and positions in Å:
N 0.3923 -0.0938 -0.2654
C -0.8853 0.0312 0.4814
S -1.8575 1.4441 0.0097
N -3.1881 0.5254 -0.1867
N -3.1113 -0.6834 -0.0413
C -1.7592 -1.1910 0.1778
O -1.4514 -2.3248 -0.0581
H 0.0618 -0.3899 -1.2302
H 1.0566 -0.7780 0.0283
H -0.6642 0.0169 1.5028

Entry from OMol25: a molecular structure, C6H13I2N2O in a non-equilibrium geometry (the ωB97M-V functional and the def2-TZVPD basis).

The net charge is +1. Its total energy is -1016.2362 Ha. The HOMO-LUMO gap is 0.3185 Ha. Its spin multiplicity is 1.

Atoms and positions in Å:
C -0.5484 -0.5321 -1.3460
C -1.6735 -1.2796 -2.0849
C -1.9782 -0.3846 0.7561
C 2.5950 0.8345 -0.4843
C 0.3328 0.9817 0.6877
C -0.6741 -0.4198 0.1203
N -0.0074 1.5039 1.9491
N 1.7907 0.6700 0.7220
O 0.3955 -0.0938 -1.9718
I 4.2754 -0.5743 -0.4430
I 0.4464 -2.2182 0.7851
H -1.6748 -2.4251 -1.8604
H -2.7486 -0.9837 -1.8756
H -1.6985 -1.3935 -3.1168
H -2.3125 -1.3820 0.8404
H -1.9771 -0.1559 1.7661
H -2.7349 0.1790 0.2146
H 3.0897 1.7913 -0.3809
H 1.8635 0.5952 -1.3846
H 0.1016 1.5737 -0.1582
H -0.6159 2.2175 2.0142
H -0.2237 0.8367 2.6738
H 2.1232 1.1041 1.6008
H 1.8538 -0.4451 0.9764

Entry from OMol25: a molecular structure, C22H16BiBrCl5NO4S in a non-equilibrium geometry (the ωB97M-V functional and the def2-TZVPD basis).

Its total energy is -6691.3909 Ha. The HOMO-LUMO gap is 0.3236 Ha. As for the energy relative to the best compared isomer or geometry (same formula, charge and spin): 0.000 eV. Its spin multiplicity is 1.

Atoms and positions in Å:
Bi 1.6477 -0.8843 -2.4638
Cl 4.9987 -1.2268 -3.2109
C 4.5967 -2.1162 -1.7266
C 3.2854 -2.0250 -1.2900
C 2.9906 -2.6427 -0.0469
Cl 1.3700 -2.6970 0.5481
C 3.9100 -3.2458 0.7558
Cl 3.5268 -4.0312 2.2060
C 5.2452 -3.2609 0.2944
Cl 6.3952 -4.0589 1.2810
C 5.5940 -2.7842 -0.9755
Cl 7.2020 -2.9574 -1.6534
C -4.3643 3.3638 -1.6687
C -3.4560 3.3180 -0.4981
C -3.7615 2.5879 0.6477
C -2.9599 2.6982 1.7496
C -1.8775 3.5548 1.7564
C -1.4521 4.1849 0.5879
C -2.3085 4.0884 -0.5202
S -0.7082 3.6170 3.1505
O -0.2619 5.0087 3.2222
O -1.3429 2.8798 4.2304
N 0.5693 2.7219 2.7533
C 0.5102 1.2537 2.6468
C -0.0133 0.8392 1.2910
C 1.1905 0.4719 0.3033
O 2.3396 0.4744 0.6413
O 0.7831 0.3340 -0.9755
H -4.6531 4.4109 -2.0631
H -5.3562 2.8569 -1.4310
H -3.9312 2.8482 -2.5132
H -4.6753 2.0278 0.7256
H -3.1952 2.1878 2.6312
H -0.5796 4.8140 0.3936
H -2.0899 4.6678 -1.3670
H 1.3004 3.2171 2.2126
H -0.0950 0.9368 3.4632
H 1.5235 0.8688 2.7423
H -0.4412 1.7292 0.8234
H -0.8024 0.0796 1.3280
Br -2.9775 -5.7558 -1.0814
C -1.6554 -4.4105 -1.5281
C -2.0224 -3.1003 -1.4722
C -1.1250 -2.1122 -1.8257
C 0.1334 -2.4283 -2.1934
C 0.5357 -3.7742 -2.3161
C -0.4116 -4.7632 -1.9979
H -3.0244 -2.8568 -1.2100
H -1.4729 -1.1242 -1.7276
H 1.5438 -3.9798 -2.6597
H -0.1774 -5.8057 -1.9697

Entry from OMol25: 2 unconnected molecules or ions with the total composition C18H17Cl2NO3S in a non-equilibrium geometry (the ωB97M-V functional and the def2-TZVPD basis).

Its total energy is -2294.5973 Ha. The HOMO-LUMO gap is 0.2898 Ha. As for the energy relative to the best compared isomer or geometry (same formula, charge and spin): 16.924 eV. Its spin multiplicity is 1.

Atoms and positions in Å:
O -0.3655 -3.3823 0.0153
C 0.7981 -3.3386 0.4947
O 0.9414 -3.6281 1.7435
H -0.0165 -4.0270 2.1121
C 1.9778 -3.0068 -0.2063
C 1.9980 -2.9071 -1.5271
C 0.9436 -2.0130 -2.0629
C 1.2219 -0.4230 -1.9230
O 2.2774 0.1091 -1.8009
N 0.1292 0.1780 -1.5623
H -0.8468 -0.0680 -1.5590
C -0.0178 1.7288 -1.3324
C 0.8166 1.7933 -0.0535
C 1.5906 3.2218 0.1700
C 2.2873 3.4567 1.1336
C 2.1908 2.6154 2.4957
C 1.5047 1.3558 2.4018
C 0.6955 1.1413 1.2971
S -0.1068 -0.2050 1.2756
C -1.8564 0.2065 0.9098
C -2.3680 1.4388 0.8911
C -3.7177 1.8523 0.7136
C -4.3895 0.8961 0.0165
C -3.9643 -0.4569 -0.0439
C -2.6220 -0.6463 -0.0466
H -2.1411 -1.7903 0.0499
H -4.5107 -1.4428 -0.6827
Cl -5.9443 1.3395 -0.5992
H -4.0675 2.7173 0.8090
H -1.6762 2.1563 1.5302
H 1.4173 0.9818 3.1605
H 2.8049 2.8680 3.1225
H 2.9210 4.4139 1.2819
Cl 1.6242 4.0913 -1.2335
H 0.5670 2.1000 -2.0333
H -0.9094 2.1792 -1.1546
H 1.1886 -1.9153 -3.4861
H 0.0229 -2.1953 -1.7224
H 3.0377 -2.4403 -1.8312
H 1.7920 -3.7027 -1.8676
H 2.1632 -1.8883 0.4846
H 2.6090 -3.3642 0.6194